<w>
The following is a DFT calculation (ωB97M-V/def2-TZVPD) of a molecular structure, BrCl2OP.

Geometry as XYZ:
```
5
BrCl2OP, DFT ωB97M-V/def2-TZVPD
O 1.608 -0.657 -1.556
P -0.010 0.029 -0.042
Cl 0.252 1.896 0.541
Cl 0.292 -1.111 1.537
Br -2.143 -0.157 -0.479
```

Calculated values
* lowest unoccupied orbital energy (spin up / spin down): -1.937 / -1.931 eV
* orbital gap (spin up / spin down): 8.14 / 8.14 eV
* total charge: 0
* E_HOMO (spin up / spin down): -10.08 / -10.08 eV

<x>
The following is a DFT calculation (ωB97M-V/def2-TZVPD) of a single BrCl2OP molecule.

Geometry as XYZ:
```
5
BrCl2OP, DFT ωB97M-V/def2-TZVPD
O 1.285 -1.652 0.627
P 0.031 -0.009 0.029
Cl 0.392 0.892 -1.870
Cl 0.263 1.515 1.172
Br -1.971 -0.746 0.042
```

Calculated values
* lowest unoccupied orbital energy (spin up / spin down): -1.694 / -1.688 eV
* SMILES: O=P(Cl)(Cl)Br
* orbital gap (spin up / spin down): 8.25 / 8.25 eV
* total charge: 0
* E_HOMO (spin up / spin down): -9.95 / -9.94 eV

Order of stability, best first: <x>, <w>

<w>
The following is a DFT calculation (ωB97M-V/def2-TZVPD) of a gas-phase ion, C4H9N4 (charge +1).

Geometry as XYZ:
```
17
C4H9N4, DFT ωB97M-V/def2-TZVPD
C 1.951 0.479 0.407
C 1.130 -0.768 0.278
N 1.517 -1.961 0.420
N 0.371 -2.827 0.372
C -0.682 -2.198 0.102
C -0.283 -0.667 -0.098
N -0.605 -0.357 -1.438
N -1.198 0.398 0.840
H 1.934 0.944 -0.496
H 2.975 0.395 0.773
H 1.404 1.158 1.090
H -1.669 -2.654 -0.045
H -0.954 -0.996 -2.173
H -0.018 0.389 -1.860
H -0.559 1.197 0.762
H -1.328 0.229 1.949
H -2.052 0.411 0.353
```

Calculated values
* lowest unoccupied orbital energy: -4.257 eV
* SMILES: CC1=NN=C[C@@]1(N)[NH3+]
* orbital gap: 10.19 eV
* total charge: +1
* E_HOMO: -14.45 eV

<x>
The following is a DFT calculation (ωB97M-V/def2-TZVPD) of a molecular structure, C4H9N4.

Geometry as XYZ:
```
17
C4H9N4, DFT ωB97M-V/def2-TZVPD
C -0.241 0.230 1.013
C 1.246 -0.330 -0.201
C 0.716 0.967 0.220
C 0.019 -0.931 0.187
N -2.630 0.383 -0.135
N 2.481 -0.899 -0.130
N 0.889 2.240 -0.154
N -0.545 -2.083 0.029
H -2.000 0.878 -0.773
H -3.586 0.492 -0.457
H 2.580 -1.871 -0.436
H 3.275 -0.642 0.387
H 0.290 2.867 0.418
H 1.711 2.713 -0.455
H -1.387 -2.290 0.555
H -0.257 -2.511 -0.839
H -2.563 0.785 0.771
```

Calculated values
* lowest unoccupied orbital energy: -4.067 eV
* orbital gap: 9.02 eV
* total charge: +1
* E_HOMO: -13.08 eV

Order of stability, best first: <w>, <x>

<w>
The following is a DFT calculation (ωB97M-V/def2-TZVPD) of a gas-phase ion, C4H9N4 (charge +1).

Geometry as XYZ:
```
17
C4H9N4, DFT ωB97M-V/def2-TZVPD
C -2.037 -1.000 0.551
C -0.722 -0.379 0.260
N -0.748 0.918 -0.167
N 0.442 1.299 -0.524
C 0.548 2.670 -0.999
N 1.397 0.494 -0.403
N 0.523 -0.821 0.296
C 1.320 -1.975 0.696
H -1.814 -1.869 1.136
H -2.614 -0.235 1.106
H -2.560 -0.977 -0.398
H 0.594 2.459 -2.059
H -0.390 3.171 -0.810
H 1.495 3.134 -0.726
H 2.026 -1.945 -0.128
H 1.936 -2.079 1.648
H 0.605 -2.863 0.521
```

Calculated values
* lowest unoccupied orbital energy: -4.544 eV
* SMILES: Cc1nn(C)n[n+]1C
* orbital gap: 10.70 eV
* total charge: +1
* E_HOMO: -15.25 eV

<x>
The following is a DFT calculation (ωB97M-V/def2-TZVPD) of a gas-phase ion, C4H9N4 (charge +1).

Geometry as XYZ:
```
17
C4H9N4, DFT ωB97M-V/def2-TZVPD
C 1.009 -0.813 -0.711
C -1.280 0.822 0.483
C 1.545 -2.655 0.624
C -0.996 2.123 -1.372
N 0.384 0.289 -1.201
N 0.769 -1.413 0.424
N -0.443 1.014 -0.581
N -1.344 1.102 1.749
H 1.674 -1.242 -1.449
H 1.802 -2.931 1.649
H 0.809 -3.422 0.201
H 2.434 -2.741 0.050
H -0.747 1.934 -2.431
H -2.115 2.242 -1.198
H -0.720 3.157 -0.953
H -2.228 1.080 2.305
H -0.552 1.457 2.411
```

Calculated values
* lowest unoccupied orbital energy (spin up / spin down): -5.663 / -5.658 eV
* orbital gap (spin up / spin down): 7.77 / 7.78 eV
* total charge: +1
* E_HOMO (spin up / spin down): -13.43 / -13.44 eV

<y>
The following is a DFT calculation (ωB97M-V/def2-TZVPD) of a gas-phase ion, C4H9N4 (charge +1).

Geometry as XYZ:
```
17
C4H9N4, DFT ωB97M-V/def2-TZVPD
C -2.018 -0.910 0.191
C -0.586 -0.419 0.279
N 0.373 -0.757 -0.614
C 1.468 0.141 -0.669
C 2.610 -0.216 0.111
N 3.603 -0.674 0.446
N 1.007 1.507 0.059
N -0.431 1.215 0.056
H -2.020 -1.994 0.045
H -2.700 -0.264 -0.389
H -2.357 -0.853 1.236
H -0.290 -0.363 1.358
H 0.139 -1.412 -1.362
H 1.706 0.233 -1.704
H 1.250 1.426 1.046
H -0.710 1.631 -0.892
H -1.046 1.707 0.806
```

Calculated values
* lowest unoccupied orbital energy: -3.657 eV
* SMILES: C[C@H]1N[C@H](C#N)N[NH2+]1
* orbital gap: 11.33 eV
* total charge: +1
* E_HOMO: -14.98 eV

Order of stability, best first: <y>, <w>, <x>

<w>
The following is a DFT calculation (ωB97M-V/def2-TZVPD) of 2 unconnected molecules or ions with the total composition C3H6N2O2.

Geometry as XYZ:
```
13
C3H6N2O2, DFT ωB97M-V/def2-TZVPD
C -1.645 -1.308 -0.317
C -0.411 -0.973 0.125
C -0.191 1.420 0.178
N 0.171 0.082 0.481
N 2.181 0.053 -0.134
O 2.594 -1.045 -0.122
O 2.536 1.170 -0.353
H -2.091 -2.314 -0.196
H -2.564 -0.687 -0.263
H 0.260 -1.933 0.300
H 0.092 2.243 0.915
H 0.347 1.785 -0.615
H -1.279 1.509 0.000
```

Calculated values
* lowest unoccupied orbital energy (spin up / spin down): 0.919 / -1.820 eV
* orbital gap (spin up / spin down): 8.41 / 7.76 eV
* total charge: 0
* 2S+1: 3
* ⟨S²⟩: 2.030
* E_HOMO (spin up / spin down): -7.50 / -9.58 eV

<x>
The following is a DFT calculation (ωB97M-V/def2-TZVPD) of 2 unconnected molecules or ions with the total composition C3H6N2O2.

Geometry as XYZ:
```
13
C3H6N2O2, DFT ωB97M-V/def2-TZVPD
C -1.186 1.077 -0.255
C 1.264 0.308 -0.117
C 0.671 -0.708 -0.787
N -2.041 0.630 0.521
N 0.311 -1.884 -0.128
O 1.624 -0.019 1.173
O 1.796 1.318 -0.631
H -1.222 1.859 -1.011
H 0.205 -0.541 -1.800
H -2.982 0.836 0.816
H -0.654 -2.008 -0.345
H 0.551 -1.681 0.829
H 1.661 0.811 1.735
```

Calculated values
* lowest unoccupied orbital energy (spin up / spin down): 0.858 / -1.119 eV
* orbital gap (spin up / spin down): 7.94 / 8.88 eV
* total charge: 0
* 2S+1: 3
* ⟨S²⟩: 2.015
* E_HOMO (spin up / spin down): -7.08 / -10.00 eV

Order of stability, best first: <x>, <w>

<w>
The following is a DFT calculation (ωB97M-V/def2-TZVPD) of a gas-phase ion, C8H13N2 (charge +1).

Geometry as XYZ:
```
23
C8H13N2, DFT ωB97M-V/def2-TZVPD
C -0.138 -1.678 -0.143
C 1.098 -1.815 0.238
C 0.068 -2.677 1.017
C 0.761 0.138 -1.319
C 0.941 0.826 0.892
C -0.630 -0.439 -0.663
C 1.062 2.330 0.914
C -1.939 -0.322 -1.476
N 1.601 0.118 -0.178
N -0.589 0.521 0.600
H -0.127 -2.342 1.979
H 0.354 -3.792 0.857
H 0.977 -0.570 -2.091
H 0.645 1.099 -1.593
H 1.414 0.235 1.684
H 0.414 2.642 1.624
H 1.092 2.853 -0.022
H 2.047 2.555 1.224
H -2.228 0.765 -1.865
H -2.652 -0.882 -1.005
H -1.958 -0.943 -2.386
H -1.095 -0.048 1.315
H -1.117 1.425 0.395
```

Calculated values
* lowest unoccupied orbital energy (spin up / spin down): -4.729 / -4.728 eV
* orbital gap (spin up / spin down): 9.15 / 9.15 eV
* total charge: +1
* E_HOMO (spin up / spin down): -13.88 / -13.88 eV

<x>
The following is a DFT calculation (ωB97M-V/def2-TZVPD) of 2 unconnected molecules or ions with the total composition C8H13N2.

Geometry as XYZ:
```
23
C8H13N2, DFT ωB97M-V/def2-TZVPD
C -2.051 1.260 -1.432
C -2.503 -0.620 0.800
C 0.808 -1.954 0.722
C 2.284 0.016 -1.573
C -1.130 0.296 -1.168
C -1.226 -0.513 0.010
C -0.071 -1.074 0.422
C 2.243 0.838 0.733
N 2.205 0.742 -0.534
N 1.165 1.119 1.526
H -1.932 1.901 -2.298
H -2.906 1.381 -0.731
H -2.350 -0.847 1.781
H -3.018 -1.568 0.348
H 1.705 -1.703 1.419
H 0.813 -3.085 0.296
H 2.292 0.491 -2.577
H 2.263 -1.117 -1.487
H -0.353 0.392 -1.874
H 3.245 1.147 1.209
H 1.282 1.460 2.479
H 0.284 1.144 1.024
H -3.048 0.295 0.905
```

Calculated values
* lowest unoccupied orbital energy: -4.444 eV
* orbital gap: 7.51 eV
* total charge: +1
* E_HOMO: -11.96 eV

Order of stability, best first: <x>, <w>

<w>
The following is a DFT calculation (ωB97M-V/def2-TZVPD) of 15 unconnected molecules or ions with the total composition C30H90O15.

Geometry as XYZ:
```
135
C30H90O15, DFT ωB97M-V/def2-TZVPD
C 23.352 -13.977 -20.467
C 23.787 -12.537 -20.272
O 23.950 -11.999 -21.550
H 23.343 -14.504 -19.513
H 24.051 -14.466 -21.146
H 22.335 -14.023 -20.855
H 24.702 -12.585 -19.681
H 23.032 -12.011 -19.688
H 23.965 -11.041 -21.482
C 20.439 -12.573 -22.672
C 21.256 -12.663 -24.005
O 20.963 -11.446 -24.650
H 19.386 -12.332 -22.817
H 20.819 -11.793 -22.012
H 20.520 -13.541 -22.179
H 20.940 -13.490 -24.641
H 22.325 -12.800 -23.843
H 21.433 -10.785 -24.135
C 21.992 -16.398 -24.686
C 21.930 -16.418 -23.142
O 20.643 -16.736 -22.694
H 21.279 -15.669 -25.070
H 21.729 -17.385 -25.064
H 22.951 -16.068 -25.085
H 22.107 -15.385 -22.842
H 22.657 -17.043 -22.624
H 20.636 -16.682 -21.736
C 17.409 -12.215 -19.369
C 18.842 -12.526 -18.850
O 18.951 -13.932 -18.991
H 17.330 -12.549 -20.403
H 17.236 -11.139 -19.367
H 16.601 -12.690 -18.811
H 18.981 -12.118 -17.849
H 19.605 -12.026 -19.448
H 18.442 -14.288 -18.259
C 23.762 -20.487 -23.462
C 23.823 -20.227 -21.963
O 24.167 -21.314 -21.129
H 24.748 -20.832 -23.773
H 23.456 -19.590 -24.001
H 23.108 -21.301 -23.772
H 22.874 -19.870 -21.565
H 24.585 -19.480 -21.741
H 24.250 -20.987 -20.231
C 21.389 -18.132 -19.532
C 20.887 -16.760 -19.003
O 20.576 -15.838 -20.030
H 20.608 -18.490 -20.203
H 21.564 -18.856 -18.737
H 22.280 -18.121 -20.160
H 21.706 -16.400 -18.379
H 20.058 -16.890 -18.307
H 19.994 -15.149 -19.703
C 25.618 -21.901 -17.963
C 25.100 -20.479 -17.783
O 23.839 -20.397 -18.404
H 25.659 -22.180 -19.016
H 24.914 -22.504 -17.390
H 26.649 -22.025 -17.632
H 25.780 -19.827 -18.331
H 24.996 -20.218 -16.729
H 23.199 -20.684 -17.748
C 16.726 -18.804 -18.816
C 17.994 -19.651 -18.361
O 17.680 -20.969 -17.993
H 15.962 -18.707 -18.045
H 16.230 -19.337 -19.628
H 17.024 -17.834 -19.215
H 18.494 -19.204 -17.502
H 18.722 -19.654 -19.173
H 17.045 -20.927 -17.275
C 21.747 -13.227 -17.014
C 22.466 -12.008 -16.356
O 23.626 -11.678 -17.115
H 20.899 -13.518 -16.394
H 22.372 -14.090 -17.244
H 21.334 -12.923 -17.976
H 22.768 -12.288 -15.347
H 21.761 -11.179 -16.304
H 24.230 -12.412 -16.977
C 20.281 -20.958 -15.191
C 21.207 -20.514 -16.293
O 22.487 -21.009 -15.943
H 20.688 -20.621 -14.238
H 20.232 -22.046 -15.136
H 19.278 -20.597 -15.417
H 21.205 -19.436 -16.452
H 21.015 -21.006 -17.247
H 22.718 -20.695 -15.065
C 17.182 -15.802 -21.634
C 17.342 -15.140 -22.985
O 16.590 -13.947 -22.971
H 16.132 -15.854 -21.346
H 17.789 -15.318 -20.869
H 17.668 -16.776 -21.675
H 17.171 -15.742 -23.877
H 18.382 -14.821 -23.056
H 15.707 -14.202 -23.250
C 19.756 -16.798 -15.115
C 18.924 -16.731 -13.829
O 17.936 -15.792 -14.173
H 20.529 -17.561 -15.029
H 20.339 -15.921 -15.395
H 19.179 -17.108 -15.986
H 19.475 -16.408 -12.945
H 18.455 -17.692 -13.621
H 17.249 -15.884 -13.509
C 24.841 -16.888 -18.475
C 25.157 -17.322 -19.905
O 26.125 -16.467 -20.475
H 25.812 -16.785 -17.991
H 24.328 -17.632 -17.866
H 24.362 -15.928 -18.282
H 24.292 -17.461 -20.553
H 25.667 -18.285 -19.914
H 25.963 -16.450 -21.421
C 18.253 -19.649 -22.640
C 19.146 -19.454 -23.859
O 18.999 -18.105 -24.325
H 17.230 -19.554 -23.003
H 18.483 -18.878 -21.905
H 18.369 -20.634 -22.188
H 18.880 -20.112 -24.686
H 20.211 -19.597 -23.674
H 19.339 -17.444 -23.717
C 20.514 -22.079 -19.588
C 20.148 -23.095 -20.662
O 19.939 -24.307 -20.034
H 19.742 -21.931 -18.833
H 20.759 -21.193 -20.173
H 21.443 -22.314 -19.068
H 20.923 -23.246 -21.413
H 19.265 -22.797 -21.228
H 19.159 -24.150 -19.498
```

Calculated values
* lowest unoccupied orbital energy: 0.059 eV
* orbital gap: 9.51 eV
* total charge: 0
* E_HOMO: -9.46 eV

<x>
The following is a DFT calculation (ωB97M-V/def2-TZVPD) of 15 unconnected molecules or ions with the total composition C30H90O15.

Geometry as XYZ:
```
135
C30H90O15, DFT ωB97M-V/def2-TZVPD
O -29.613 -2.239 11.923
H -29.167 -2.740 11.230
H -28.968 -2.245 12.644
O -27.439 -2.504 13.742
H -27.847 -2.096 14.513
H -26.485 -2.397 13.891
O -26.480 -0.127 6.877
H -25.612 -0.431 6.587
H -27.095 -0.718 6.433
O -24.436 1.248 15.497
H -25.182 1.801 15.754
H -24.056 1.706 14.727
O -27.875 2.010 13.282
H -28.713 1.609 13.009
H -27.201 1.502 12.814
C -26.519 -0.645 10.921
C -25.650 0.584 10.756
C -26.369 1.773 10.140
O -25.222 1.042 12.065
H -27.469 -0.439 11.424
H -25.978 -1.449 11.410
H -26.893 -0.895 9.919
H -24.757 0.419 10.141
H -27.354 1.904 10.601
H -26.631 1.650 9.088
H -25.824 2.696 10.333
H -24.984 0.277 12.603
C -25.681 -5.328 7.302
C -25.918 -3.848 7.532
C -24.823 -3.208 8.377
O -25.963 -3.117 6.320
H -25.609 -5.938 8.201
H -24.764 -5.464 6.718
H -26.457 -5.746 6.653
H -26.853 -3.754 8.102
H -23.893 -3.363 7.822
H -24.792 -3.588 9.396
H -25.000 -2.134 8.451
H -26.846 -3.117 5.942
C -31.644 -0.927 7.680
C -30.829 0.245 7.195
C -29.602 0.561 8.045
O -30.405 -0.009 5.834
H -30.987 -1.773 7.907
H -32.262 -1.268 6.849
H -32.218 -0.656 8.561
H -31.445 1.147 7.095
H -29.872 0.391 9.090
H -29.197 1.562 7.882
H -28.771 -0.076 7.742
H -30.039 0.793 5.450
C -31.866 0.308 14.175
C -31.626 0.643 12.707
C -32.023 2.069 12.347
O -30.243 0.497 12.388
H -32.919 0.142 14.405
H -31.523 1.111 14.833
H -31.266 -0.567 14.433
H -32.252 -0.010 12.089
H -31.618 2.800 13.048
H -33.104 2.222 12.330
H -31.663 2.216 11.330
H -30.103 -0.448 12.214
C -25.610 4.505 4.634
C -25.177 3.326 5.473
C -24.942 3.718 6.929
O -26.284 2.403 5.408
H -24.863 5.303 4.695
H -26.514 4.923 5.080
H -25.803 4.278 3.590
H -24.297 2.783 5.105
H -25.777 4.369 7.203
H -24.043 4.324 7.075
H -24.850 2.880 7.620
H -26.171 1.736 6.098
C -22.412 0.226 6.396
C -21.343 -0.038 7.444
C -21.980 -0.547 8.728
O -20.435 -1.040 6.983
H -21.957 0.486 5.439
H -23.107 1.000 6.732
H -23.036 -0.652 6.186
H -20.765 0.874 7.579
H -21.260 -0.730 9.528
H -22.477 -1.510 8.596
H -22.736 0.150 9.105
H -20.855 -1.654 6.377
C -29.883 3.962 10.130
C -29.789 5.230 10.983
C -28.340 5.556 11.300
O -30.435 6.311 10.330
H -29.337 3.961 9.186
H -30.935 3.765 9.908
H -29.545 3.124 10.748
H -30.320 5.054 11.917
H -28.332 6.498 11.857
H -27.736 5.687 10.398
H -27.843 4.801 11.910
H -29.976 6.534 9.515
C -27.184 -5.886 12.536
C -27.248 -5.292 11.142
C -28.512 -5.628 10.385
O -27.145 -3.856 11.202
H -26.179 -5.719 12.930
H -27.316 -6.967 12.437
H -27.940 -5.512 13.223
H -26.406 -5.654 10.541
H -28.634 -5.045 9.471
H -29.410 -5.553 11.003
H -28.513 -6.661 10.017
H -26.923 -3.606 12.108
C -24.090 -3.168 14.938
C -23.754 -1.915 14.109
C -23.359 -2.316 12.685
O -24.934 -1.103 13.996
H -24.540 -2.797 15.862
H -23.195 -3.717 15.231
H -24.749 -3.830 14.380
H -22.955 -1.369 14.611
H -23.518 -1.494 11.984
H -24.058 -3.074 12.308
H -22.362 -2.750 12.644
H -24.860 -0.380 14.656
C -22.117 1.480 12.187
C -22.446 2.903 12.573
C -22.503 3.797 11.356
O -23.661 3.004 13.333
H -22.803 1.059 11.451
H -22.267 0.779 13.021
H -21.074 1.328 11.910
H -21.724 3.291 13.297
H -23.212 3.343 10.636
H -21.605 3.823 10.735
H -22.928 4.791 11.484
H -24.369 2.547 12.852
```

Calculated values
* lowest unoccupied orbital energy: 0.333 eV
* orbital gap: 10.17 eV
* total charge: 0
* E_HOMO: -9.84 eV

Order of stability, best first: <x>, <w>